[1]
Computed, not measured: a cluster of 10 separate species, C30H75O35P5 in total at a distorted geometry, with the ωB97M-V functional and the def2-TZVPD basis.

The total energy comes out at -150439.57521 eV. The value obtained for the HOMO-LUMO gap is 0.3943 Ha. The highest occupied orbital energy is -10.33 eV. As for the LUMO energy: 0.015 Eh.

Cartesian coordinates (Å):
C -22.43594 0.36758 -7.17411
O -21.40643 -0.62710 -7.39590
P -19.89988 -0.30753 -6.93011
O -18.83379 -1.21741 -7.35775
O -19.71800 1.24429 -7.40700
C -19.33056 1.57549 -8.75149
O -20.09372 -0.19088 -5.32517
C -20.23943 -1.35829 -4.63510
H -22.13093 1.34043 -6.78856
H -23.16292 -0.03242 -6.46731
H -22.86809 0.45626 -8.17085
H -18.67363 2.43493 -8.61767
H -20.16666 1.86692 -9.38718
H -18.78444 0.74105 -9.19147
H -20.70960 -1.12715 -3.67928
H -19.33721 -1.85418 -4.27704
H -20.76304 -2.09329 -5.24642
C -29.27916 3.88175 -11.37216
O -29.49290 3.21734 -10.17513
P -28.42975 3.15388 -8.95001
O -28.98118 2.49878 -7.74885
O -27.12224 2.47794 -9.54885
C -26.11340 2.05560 -8.69144
O -28.04036 4.72078 -8.73834
C -28.75243 5.48344 -7.79905
H -29.97731 4.71677 -11.43070
H -29.57139 3.29820 -12.24520
H -28.27507 4.27788 -11.52367
H -25.96016 2.70816 -7.83192
H -25.15443 1.95784 -9.20029
H -26.41254 1.06460 -8.35003
H -29.72756 5.13359 -7.46016
H -28.98500 6.42358 -8.29920
H -28.20752 5.82102 -6.91746
C -20.90567 5.60085 -10.09690
O -21.46009 4.26044 -10.13862
P -22.02928 3.74410 -11.54154
O -22.57318 4.80766 -12.43473
O -20.72014 2.94094 -12.06368
C -20.74476 2.41071 -13.35808
O -22.98911 2.58118 -11.06061
C -23.81617 2.02286 -11.95667
H -21.34208 6.00327 -9.18273
H -21.11222 6.26705 -10.93452
H -19.82118 5.60035 -9.98743
H -21.50892 2.80698 -14.02675
H -20.82020 1.32559 -13.28795
H -19.83576 2.74350 -13.85914
H -23.45925 1.02715 -12.21984
H -24.17516 2.58848 -12.81650
H -24.78473 1.98192 -11.45835
C -29.49925 -4.80992 -9.36981
O -30.28080 -4.53701 -8.27543
P -29.98760 -3.24237 -7.30582
O -30.84254 -2.93050 -6.17575
O -28.39602 -3.45976 -6.94714
C -27.92236 -4.40962 -5.95261
O -29.88123 -2.00852 -8.38530
C -29.77756 -0.67081 -7.96191
H -28.75629 -4.03943 -9.57587
H -30.03517 -5.13901 -10.26008
H -28.95668 -5.67343 -8.98502
H -27.18963 -5.03511 -6.46248
H -28.71929 -5.06544 -5.60201
H -27.40632 -3.90607 -5.13516
H -29.87110 -0.61437 -6.87740
H -30.60953 -0.03506 -8.26478
H -28.80468 -0.44291 -8.39742
C -22.13937 -1.85563 -10.13024
O -23.28958 -2.63564 -10.41032
P -24.65715 -1.90585 -10.04565
O -24.86484 -0.62165 -10.78452
O -25.80658 -2.95359 -10.47403
C -25.52088 -4.36739 -10.29107
O -24.76520 -1.88184 -8.41915
C -26.01590 -1.80765 -7.82999
H -22.25921 -0.77226 -10.13765
H -21.35098 -2.23205 -10.78204
H -21.80224 -2.20229 -9.15338
H -25.84058 -4.90525 -11.18360
H -25.98657 -4.92354 -9.47748
H -24.46090 -4.57375 -10.14291
H -26.20007 -2.67659 -7.19822
H -26.84432 -1.57917 -8.50052
H -26.09336 -1.02398 -7.07636
C -21.24368 -5.34629 -8.89874
O -22.53644 -5.16381 -8.44797
C -22.67805 -4.57592 -7.22085
O -21.73461 -4.21384 -6.46848
O -23.96128 -4.42966 -6.88044
C -24.23007 -3.81281 -5.63696
H -20.77200 -4.37116 -9.02019
H -21.17812 -5.68366 -9.93315
H -20.69287 -6.00389 -8.22624
H -25.29946 -3.87727 -5.43610
H -24.10785 -2.73214 -5.56424
H -23.73651 -4.23566 -4.76192
C -27.40708 2.48969 -4.40576
O -27.23198 1.17332 -4.00529
C -26.30265 0.47861 -4.55460
O -25.40741 0.92544 -5.30474
O -26.49589 -0.88698 -4.29956
C -27.41520 -1.43137 -3.27948
H -26.57907 3.10950 -4.06176
H -28.26362 2.92111 -3.88778
H -27.62155 2.69140 -5.45525
H -28.28553 -0.82309 -3.03326
H -26.84116 -1.65302 -2.37978
H -27.89733 -2.34125 -3.63689
C -26.11674 2.39189 -16.27103
O -26.15405 1.39420 -15.29508
C -27.04094 1.50399 -14.35044
O -27.76923 2.48633 -14.10414
O -26.88423 0.40766 -13.58450
C -27.66718 0.32926 -12.33829
H -26.99117 3.00421 -16.49134
H -25.96513 2.04564 -17.29339
H -25.16781 2.92627 -16.22540
H -27.09689 0.88352 -11.59286
H -27.82245 -0.69927 -12.01255
H -28.65120 0.79810 -12.33942
C -23.81894 -0.14076 -17.35449
O -23.35012 -0.87910 -16.19795
C -22.11839 -0.77291 -15.71126
O -21.14691 -0.31185 -16.29512
O -22.02189 -1.41351 -14.48076
C -23.04041 -2.12330 -13.84027
H -23.58913 -0.69659 -18.26351
H -23.41913 0.86921 -17.44526
H -24.86805 -0.28961 -17.09897
H -22.80658 -2.32341 -12.79462
H -23.22539 -3.12063 -14.23931
H -24.01525 -1.63888 -13.78461
C -18.90425 -0.97669 -12.10971
O -18.15446 0.17567 -11.82747
C -16.71760 0.16662 -11.91289
O -15.99226 1.08799 -12.26786
O -16.16634 -1.07639 -11.68745
C -14.71164 -1.20233 -11.80277
H -19.89742 -0.88450 -11.67016
H -18.57326 -1.91776 -11.67045
H -18.94825 -1.17061 -13.18142
H -14.23097 -0.84053 -10.89384
H -14.34466 -0.59427 -12.62962
H -14.55338 -2.24216 -12.08882



[2]
Computed, not measured: a structure of composition C36H35Sn at a distorted geometry, with the ωB97M-V functional and the def2-TZVPD basis.

The total energy comes out at -43728.22279 eV. The value obtained for the HOMO-LUMO gap is 0.1436 Ha. Its net charge is -1. The highest occupied orbital energy is -1.67 eV. As for the LUMO energy: 0.082 Eh.

Cartesian coordinates (Å):
C 2.54966 -4.51203 -3.68217
C 1.23050 -4.70758 -4.04387
C 0.27278 -3.77351 -3.69075
C 0.64459 -2.65758 -2.97734
Sn -0.78882 -1.24876 -2.39226
C -0.30980 0.59093 -3.27191
C 0.82098 0.71931 -4.04464
C 1.14145 1.95156 -4.58650
C 0.32550 3.04129 -4.35032
C -0.81065 2.90166 -3.57694
C -1.13047 1.66877 -3.03555
C -2.65249 -1.86496 -3.12198
C -3.35317 -1.06886 -3.99797
C -4.59664 -1.47785 -4.44640
C -5.12297 -2.68070 -4.01570
C -4.40953 -3.47582 -3.13949
C -3.16671 -3.06505 -2.68967
C -0.84819 -1.10788 -0.24295
C -0.50971 0.27862 0.12065
C 0.73086 0.68951 0.31728
C 1.95491 -2.45331 -2.61373
C 2.91389 -3.38597 -2.96888
H 3.29656 -5.24019 -3.95640
H 0.94611 -5.58637 -4.59863
H -0.76024 -3.91204 -3.96709
H 1.44773 -0.13983 -4.22244
H 2.02688 2.06018 -5.19056
H 0.57584 4.00268 -4.77035
H -1.44786 3.75065 -3.39296
H -2.01526 1.54512 -2.43077
H -2.92906 -0.13373 -4.32715
H -5.15321 -0.85755 -5.12917
H -6.09297 -2.99934 -4.36334
H -4.81864 -4.41450 -2.80441
H -2.59838 -3.67520 -2.00482
H -1.84391 -1.39427 0.10470
H -0.13605 -1.81489 0.18741
H -1.32078 0.99124 0.18097
H 0.95669 1.70543 0.57629
H 1.55824 0.01253 0.23668
H 2.22348 -1.57025 -2.05485
H 3.94245 -3.23257 -2.68753
C 6.17470 1.27800 4.33233
C 4.72021 1.00797 4.16319
C 4.27547 -0.27298 3.85100
C 2.93714 -0.54859 3.70380
C 1.96560 0.46091 3.87292
C 0.58402 0.15825 3.74111
C -0.51990 1.04702 3.83624
C -1.83494 0.57698 3.63307
C -2.91263 1.42220 3.74706
C -2.74639 2.76828 4.05775
C -3.93079 3.66028 4.19403
C -1.45487 3.25448 4.23918
C -0.37943 2.41754 4.12391
C 2.44484 1.75177 4.16471
C 3.77751 2.02105 4.31298
H 6.36399 2.32934 4.55362
H 6.59178 0.68187 5.14552
H 6.72224 1.02759 3.42348
H 5.00701 -1.05360 3.73346
H 2.62371 -1.54639 3.45312
H 0.34282 -0.87538 3.55503
H -1.99343 -0.45678 3.38235
H -3.91235 1.04988 3.60491
H -3.63575 4.68652 4.41748
H -4.51054 3.67640 3.27095
H -4.58949 3.31733 4.99348
H -1.30384 4.29363 4.47894
H 0.73715 2.79682 4.25674
H 1.61208 2.59072 4.26939
H 4.10047 3.02000 4.55376



[3]
Computed, not measured: the molecule C5H8O2, with the ωB97M-V functional and the def2-TZVPD basis.

The total energy comes out at -9406.19148 eV. The calculation puts the energy above the lowest of the compared OMol25 structures with the same formula, charge and spin at 3.641 eV. The value obtained for the HOMO-LUMO gap (spin up / spin down) is 0.2756 / 0.2755 Ha. The highest occupied orbital energy (spin up / spin down) is -7.48 / -7.48 eV. As for the LUMO energy (spin up / spin down): 0.001 / 0.001 Eh.

Cartesian coordinates (Å):
C -1.96566 -0.43005 -0.82516
C -0.69349 0.08828 -0.22562
O -0.69541 1.41110 0.16108
C 1.37653 0.34848 1.42216
C 1.99916 0.05406 0.22888
C 0.41640 -0.72039 -0.30463
O 0.59965 -1.89802 -0.54795
H -2.78997 -0.32474 -0.10870
H -2.24930 0.11168 -1.74059
H -1.84975 -1.48626 -1.07748
H -1.23115 1.90168 -0.47786
H 0.94008 1.32635 1.58587
H 1.29438 -0.37886 2.22290
H 2.24718 0.84265 -0.47554
H 2.60133 -0.84597 0.16264



[4]
Computed, not measured: a cluster of 3 separate species, C2H9N2 in total at a distorted geometry, with the ωB97M-V functional and the def2-TZVPD basis.

The total energy comes out at -5187.57753 eV. The calculation puts the energy above the lowest of the compared OMol25 structures with the same formula, charge and spin at 6.376 eV. The value obtained for the HOMO-LUMO gap is 0.2258 Ha. Its net charge is +1. The highest occupied orbital energy is -10.47 eV. As for the LUMO energy: -0.159 Eh.

Cartesian coordinates (Å):
C -0.49425 4.67755 -5.27967
H -0.03504 5.36178 -4.57865
H -1.37619 4.05861 -5.11436
H 5.01819 -1.28984 1.29187
H 4.49415 -1.00999 0.84792
N 0.12653 -1.96323 2.48611
C 0.18947 -1.39306 1.33161
N -0.83002 -0.80995 0.72448
H -0.65531 -1.97803 3.12292
H 0.79910 -2.67328 2.73558
H 1.06530 -1.42222 0.70642
H -0.57226 -0.06034 0.10085
H -1.72298 -0.64777 1.17125